[1]
A structure of composition C20H24AsF6N6O2S2Tl. Source: the OMol25 dataset; level of theory: ωB97M-V/def2-TZVPD.

Computed properties:
* relative energy (zero: lowest compared OMol25 entry of this formula, charge and spin): 1.442 eV
* Kohn-Sham gap: 5.73 eV
* charge: -2

Cartesian coordinates (Å):
Tl -0.1976 -0.2043 -0.0973
C 0.6165 -3.6700 -3.0025
C -0.2370 -3.5873 -1.7671
C -1.6249 -3.5102 -1.8675
C -2.4197 -3.4340 -0.7334
C -1.8372 -3.4299 0.5281
C -0.4555 -3.4760 0.6396
C 0.3368 -3.5545 -0.4996
H 0.6545 -4.6978 -3.3786
H 1.6330 -3.3403 -2.7923
H 0.2277 -3.0255 -3.7897
H -2.0828 -3.4692 -2.8497
H -3.4942 -3.3412 -0.8363
H -2.4499 -3.3257 1.4152
H 0.0162 -3.3748 1.6091
H 1.4140 -3.5059 -0.3932
S 0.7962 -0.0882 -3.1534
C -0.6093 0.3375 -4.0913
C -0.4631 0.1880 -5.5141
N -0.3345 0.0496 -6.6534
C -1.7992 0.8313 -3.6155
S -2.2448 1.1696 -1.9718
C -2.8034 1.1808 -4.5887
N -3.6110 1.5066 -5.3470
N 0.6141 3.3636 -3.0785
C -0.0757 4.2182 -2.3199
N -0.8964 5.1167 -2.9619
N 0.0240 4.3333 -1.0187
C 0.6684 3.3613 -0.3985
N 1.2438 2.5331 0.1718
H 0.3197 3.2376 -4.0335
H 0.9703 2.4946 -2.6716
H -1.3622 4.7472 -3.7767
H -1.5284 5.5590 -2.3135
C 2.2934 0.6952 2.7589
As 3.3086 -0.2710 1.4462
C 4.9505 -0.7299 2.3815
C 3.9056 0.9010 0.0332
O 2.6092 -1.6399 0.8559
H 2.5303 0.2605 3.7313
H 1.2155 0.6012 2.5840
H 2.5789 1.7465 2.7343
H 5.4356 0.1619 2.7807
H 5.6181 -1.2392 1.6878
H 4.6941 -1.4049 3.1968
H 3.9302 1.9351 0.3686
H 3.1990 0.8138 -0.7902
H 4.8943 0.5680 -0.2840
C -3.1841 0.0462 2.7309
C -1.8135 0.3898 3.3545
O -0.7901 0.2242 2.5209
C -1.6285 -0.5276 4.5990
F -0.5295 -0.2305 5.3204
F -2.6684 -0.5130 5.4812
F -1.5003 -1.8114 4.2151
C -1.8726 1.8692 3.8327
F -2.1917 2.6806 2.8116
F -0.7026 2.3089 4.3271
F -2.8023 2.1072 4.8054
H -3.1816 -1.0140 2.4798
H -3.2723 0.6137 1.8060
H -4.0338 0.2650 3.3815

Force components x, y, z for each atom (eV/Å):
-0.0864 0.1200 -0.1267
-0.0022 -0.0244 -0.0074
-0.0082 0.0293 -0.0029
-0.0005 -0.0094 -0.0028
-0.0007 -0.0087 0.0002
-0.0120 0.0552 -0.0002
0.0253 0.0149 0.0380
0.0128 0.0068 0.0240
0.0006 -0.0017 0.0081
0.0026 -0.0013 0.0003
-0.0004 0.0055 0.0028
-0.0003 -0.0019 0.0010
0.0011 0.0037 -0.0004
0.0030 -0.0160 0.0050
0.0072 -0.0313 0.0002
0.0034 -0.0227 0.0035
0.0279 0.1638 0.0516
0.0786 0.1258 0.0937
-0.1215 -0.0770 -0.0241
0.0705 0.0373 0.0053
0.0090 0.0497 -0.0843
0.1174 0.0057 0.0170
0.0123 0.0550 -0.0203
-0.0115 -0.0105 0.0189
0.1235 -0.4105 -0.2512
-0.2615 0.1010 0.1431
0.1507 -0.0074 -0.0328
-0.1972 -0.1254 0.1038
0.2399 0.1829 -0.0591
0.0659 -0.0388 0.1549
-0.0445 -0.0550 -0.0108
-0.1409 0.0375 0.0191
-0.0162 -0.0026 -0.0034
-0.0265 -0.0411 0.0058
0.0286 0.0416 0.0147
-0.0614 -0.1135 -0.0439
0.0006 0.0440 -0.0039
-0.0050 -0.0245 0.0047
0.0571 -0.0242 0.0557
-0.0238 0.0115 0.0081
-0.0013 -0.0186 -0.0186
-0.0038 -0.0060 -0.0038
0.0017 0.0014 -0.0038
-0.0032 0.0000 -0.0002
0.0041 -0.0003 0.0014
0.0055 0.0000 0.0089
-0.0133 0.0137 0.0070
-0.0154 0.0011 -0.0296
-0.0154 0.0170 0.0084
-0.0158 -0.0068 -0.0536
0.0315 -0.0331 -0.0520
-0.0029 -0.0061 0.0053
-0.0021 -0.0135 0.0012
0.0103 0.0088 -0.0013
-0.0025 -0.0049 0.0046
-0.0028 -0.0144 0.0276
0.0073 0.0017 0.0055
-0.0065 0.0021 0.0060
-0.0006 0.0147 -0.0111
0.0051 0.0013 -0.0120
-0.0064 0.0019 -0.0005
0.0094 -0.0035 0.0055



[2]
A cluster of 2 separate species, C6H16 in total in a non-equilibrium geometry. Source: the OMol25 dataset; level of theory: ωB97M-V/def2-TZVPD.

Computed properties:
* relative energy (zero: lowest compared OMol25 entry of this formula, charge and spin): 0.507 eV
* Kohn-Sham gap: 12.18 eV
* charge: 0
* SMILES: CC(C)C.CC

Cartesian coordinates (Å):
C 0.4242 1.1200 -0.1850
C 0.9956 2.0961 -1.2118
C 1.4554 0.0262 0.1527
C 0.0815 1.8072 1.1449
H -0.4486 0.6093 -0.5836
H 2.0806 2.0494 -1.3113
H 0.6978 3.1272 -0.9980
H 2.3768 0.5104 0.4844
H 1.0391 -0.7237 0.8168
H 1.7467 -0.5508 -0.7365
H -0.9033 2.2769 1.1397
H -0.0393 1.0167 1.8908
H 0.8650 2.5130 1.4026
H 0.6051 1.8994 -2.2169
C -1.5323 -1.6851 0.5508
C -1.1812 -2.7480 -0.4956
H -1.8002 -0.7419 0.0889
H -2.4693 -1.9353 1.0631
H -0.8013 -1.6128 1.3473
H -0.1633 -3.1091 -0.3286
H -1.1619 -2.3493 -1.5135
H -1.8669 -3.5957 -0.5014

Force components x, y, z for each atom (eV/Å):
0.7634 -0.3431 0.5769
-0.5342 0.2489 -0.6999
0.0530 -0.0416 -1.3092
-0.7598 -0.7507 -0.3297
-0.1585 0.2249 -0.0644
0.0441 0.0421 0.2956
0.1473 -0.0624 0.0869
-0.0951 -0.2621 0.5217
0.2563 0.2205 0.5143
-0.0902 0.2300 -0.0952
0.1647 0.4719 -0.2587
0.3695 0.2281 0.2627
-0.0115 0.0532 0.3073
0.0561 -0.1172 0.0965
-1.3910 -0.5579 0.1022
0.5153 0.0980 -0.2090
0.5497 0.3202 0.0935
0.1170 -0.2619 -0.0059
0.2054 0.3666 -0.1386
-0.1415 -0.2146 0.0240
-0.1560 0.0885 0.1111
0.0962 0.0184 0.1179



[3]
A cluster of 9 separate species, C29H42Cl16F11IN3O5P in total in a non-equilibrium geometry. Source: the OMol25 dataset; level of theory: ωB97M-V/def2-TZVPD.

Computed properties:
* Kohn-Sham gap: 8.86 eV
* charge: 0
* SMILES: CC(=O)OCCCCC[C@]1(C(=O)NC(=O)F)[C@](I)([C@@H](C)F)NC(=O)[C@@]1(CCC(F)(F)C(F)(F)C(F)(F)C(F)(F)F)[PH2]=N.ClCCl.ClCCl.ClCCl.ClCCl.ClCCl.ClCCl.ClCCl.ClCCl

Cartesian coordinates (Å):
C 3.9690 6.8952 -1.5166
C 2.9038 6.5794 -2.5303
O 2.2017 7.3906 -3.0477
O 2.7944 5.2475 -2.8379
C 2.1151 4.4462 -1.8543
C 0.8577 3.8088 -2.4563
C 0.9561 2.2913 -2.6591
C 0.4292 1.5322 -1.4381
C 0.7406 0.0275 -1.4899
C -0.2108 -0.9841 -0.7426
C 0.6074 -2.2787 -0.8389
O 0.7428 -2.8740 -1.8528
N 1.2450 -2.7396 0.3780
C 2.5146 -2.2230 0.6482
O 3.2731 -1.7193 -0.0812
F 2.7852 -2.4004 1.9486
C -0.5357 -0.5168 0.7174
C 0.6027 0.1653 1.4936
C 0.1873 1.1015 2.6408
C 1.0791 1.0267 3.8824
F 1.8595 -0.0812 3.9522
F 0.2986 1.0430 4.9946
C 2.0436 2.2432 4.0552
F 2.4400 2.2972 5.3469
F 1.3920 3.3888 3.7882
C 3.3431 2.1803 3.1809
F 3.1465 1.3922 2.1051
F 3.6073 3.4246 2.7248
C 4.6398 1.7201 3.9097
F 5.5793 1.5340 2.9855
F 4.4696 0.5844 4.5669
F 5.0563 2.6591 4.7459
P -1.2051 -1.8663 1.9112
N -0.5797 -1.7700 3.3294
C -1.7772 0.3018 0.4266
O -2.0924 1.3674 0.8727
N -2.5549 -0.3963 -0.5461
C -1.6492 -1.1736 -1.3828
I -2.4218 -3.2644 -1.3087
C -1.8864 -0.7889 -2.8723
C -2.1240 0.6801 -3.2087
F -0.8632 -1.3157 -3.6554
H 3.5198 6.8161 -0.5201
H 4.3221 7.9163 -1.6504
H 4.7800 6.1702 -1.5645
H 2.8169 3.6712 -1.5247
H 1.8660 5.0478 -0.9750
H -0.0177 4.0531 -1.8478
H 0.7216 4.2791 -3.4333
H 2.0046 2.0100 -2.8278
H 0.4246 2.0099 -3.5659
H 0.9123 2.0048 -0.5772
H -0.6355 1.7381 -1.3500
H 1.7090 -0.1000 -1.0002
H 0.8763 -0.3191 -2.5143
H 1.2146 -3.7579 0.4001
H 1.2525 -0.6115 1.8907
H 1.2015 0.7290 0.7880
H -0.8309 0.9107 2.9694
H 0.1960 2.1311 2.2785
H -1.0420 -3.0892 1.2648
H -2.5857 -1.5880 1.8854
H -0.1172 -2.6229 3.6241
H -3.2768 -0.9561 -0.1049
H -2.7919 -1.3274 -3.1593
H -1.3020 1.0499 -3.8193
H -2.2998 1.3047 -2.3385
H -3.0311 0.7396 -3.8136
C -6.3931 1.0018 -3.4957
Cl -5.3832 -0.4214 -3.8037
Cl -5.5444 2.2870 -2.6288
H -6.7283 1.3926 -4.4493
H -7.2335 0.6812 -2.8922
C -0.1743 -6.3308 2.1045
Cl -0.8034 -5.5099 0.6605
Cl 0.0922 -5.2030 3.4294
H -0.8921 -7.0788 2.4173
H 0.7755 -6.7837 1.8457
C 0.4382 0.5679 -7.1451
Cl -1.2368 1.1354 -7.0998
Cl 1.1586 0.5247 -5.5314
H 0.4507 -0.4347 -7.5544
H 1.0153 1.2488 -7.7584
C 4.0569 -5.7695 4.9389
Cl 2.8715 -7.0626 5.1756
Cl 3.5339 -4.5745 3.7444
H 4.1972 -5.2594 5.8847
H 4.9857 -6.2126 4.6007
C -6.6401 -4.7265 -1.2746
Cl -5.4704 -6.0110 -1.6110
Cl -5.9203 -3.4117 -0.3399
H -6.9853 -4.3235 -2.2188
H -7.4591 -5.1473 -0.7049
C -4.9891 3.0332 2.7683
Cl -5.8652 1.9531 3.8626
Cl -6.0359 3.7243 1.5225
H -4.5695 3.8450 3.3502
H -4.2132 2.4681 2.2728
C -5.3879 3.6502 -6.3499
Cl -4.1247 2.5391 -5.8112
Cl -6.0660 3.1926 -7.9167
H -6.1852 3.6417 -5.6154
H -4.9580 4.6406 -6.4349
C 7.2426 -6.8049 7.1515
Cl 7.3824 -6.6518 5.3923
Cl 6.0403 -8.0075 7.6217
H 8.2077 -7.1039 7.5410
H 6.9434 -5.8441 7.5523

Force components x, y, z for each atom (eV/Å):
-0.0427 -0.0501 0.1968
0.1030 -0.1610 0.1750
-0.0824 0.2388 -0.2336
-0.1344 -0.0379 0.0222
0.0276 -0.2816 0.2726
0.1800 0.0149 -0.3981
0.1073 0.0126 0.1860
0.0433 0.1359 -0.3291
-0.0308 0.1790 0.4214
0.2620 -0.2604 0.0670
0.1920 0.3536 0.3495
-0.0084 -0.5746 -0.6640
-0.1728 0.2569 -0.1738
-0.9863 -1.0447 0.8888
0.8356 1.0335 -0.8157
0.2051 -0.1450 -0.0050
-0.2834 0.1272 0.0167
0.1650 0.0327 -0.2989
0.0400 -0.0611 -0.2684
-0.1398 0.2117 0.0309
-0.0828 0.0804 0.0402
0.0468 0.0077 -0.0994
0.2949 -0.3669 0.2337
-0.0144 0.0425 0.0010
-0.0560 -0.0213 -0.0588
-0.0780 0.4388 -0.0353
-0.0064 -0.0398 0.0347
-0.0033 -0.0480 -0.0321
-0.2106 -0.1112 -0.2481
0.1810 -0.0061 -0.1477
-0.0604 -0.1625 0.1162
0.0364 0.1460 0.1919
0.6394 -0.0487 0.3592
-0.1322 0.0025 0.0502
0.1324 0.1407 -0.2259
-0.3074 -0.0283 0.4283
0.6138 -0.0767 0.0430
-0.2472 -0.1561 -0.0568
0.2508 0.3048 -0.1300
-0.2521 -0.1367 -0.0204
-0.0063 -0.0806 -0.2683
-0.1651 0.0749 0.1223
0.0574 0.0404 -0.0732
-0.0081 -0.0981 0.0116
0.0180 0.1136 -0.0560
-0.0400 0.0586 -0.0156
0.0443 0.0909 -0.1166
0.0029 -0.0328 -0.0644
-0.0867 0.0828 0.1467
-0.0705 0.0626 -0.0402
-0.0491 -0.0222 0.1889
-0.1740 -0.1546 0.1296
0.0110 0.0211 0.0856
0.0964 -0.0649 -0.2463
-0.2025 -0.0194 0.0318
0.0574 0.0736 0.2664
-0.1960 0.0321 0.1198
0.0357 -0.0049 0.0662
0.1267 -0.0968 0.1387
-0.0941 -0.0648 0.0789
-0.3911 0.0837 -0.1716
-0.0820 -0.0458 -0.1528
0.0475 0.2391 0.0095
-0.3391 0.3494 -0.2605
0.1056 0.0317 0.0106
0.0159 0.0519 0.1648
0.0689 -0.0147 -0.0068
0.2013 0.0595 0.0443
-0.0805 -0.0082 0.0194
-0.1523 -0.0204 0.0272
-0.0352 -0.0835 0.0708
0.0707 -0.0308 -0.0424
0.0132 0.0203 0.0287
0.1167 -0.0959 -0.0398
0.0993 -0.3287 0.0699
-0.1108 -0.0392 0.0527
-0.0495 0.0327 -0.0178
0.0122 -0.0126 0.0132
-0.0183 -0.0342 -0.0075
0.0235 -0.0022 -0.0277
0.1148 -0.0783 -0.1920
-0.0220 -0.0170 0.0310
-0.0124 0.0282 0.0143
0.0446 0.0122 -0.0554
0.0009 -0.0032 -0.0097
0.0943 -0.0487 0.0723
-0.0469 -0.0090 0.0159
-0.1652 0.0131 -0.0066
0.0016 0.0178 -0.0362
0.0050 -0.0135 -0.0098
-0.2354 0.0275 0.0922
0.0286 0.0023 -0.0117
0.0249 -0.0181 0.0271
0.0429 0.0341 0.0115
0.0195 0.0115 -0.0230
-0.0407 0.0193 -0.0215
-0.0485 -0.0047 0.0185
0.0923 -0.0965 -0.0541
-0.0160 0.0589 0.0625
0.0213 -0.0041 -0.0958
-0.0103 -0.0070 0.0079
0.0044 -0.0068 0.0079
0.0246 -0.0094 -0.0394
0.0095 0.0374 0.0315
0.2062 -0.0246 0.0207
-0.0218 0.0061 -0.0008
-0.0012 -0.0371 -0.0178
-0.0130 0.0042 -0.0133